A molecular structure, C16H27BF11NO16S3Zr, computed with ωB97M-V with the def2-TZVPD basis set.

Values from the calculation:
- E_HOMO (eV) = -5.774
- orbital gap (eV) = 2.79

```
76
Properties=species:S:1:pos:R:3:lowdin_charge:R:1
H 3.716 -3.440 1.523 0.13
F 3.210 -0.826 4.676 0.24
C 3.159 -2.188 -0.137 -0.05
O 1.404 -2.333 -5.071 -0.20
N -1.649 3.045 -0.413 -0.46
O -2.422 -3.089 2.003 0.06
O -3.833 0.646 -0.436 -0.34
C -4.092 -3.496 3.873 -0.04
O 2.077 3.349 2.012 -0.02
H 4.204 -1.585 -4.052 0.13
H -3.588 0.499 -2.437 0.08
H 1.928 5.811 2.792 0.09
H 0.003 -0.088 0.022 -0.05
H -4.685 -3.020 4.653 0.09
C 2.144 -2.417 -3.895 -0.20
S -1.381 3.575 -2.113 0.67
O -0.017 3.514 -2.580 -0.23
H 2.999 4.678 3.684 0.09
O 3.129 -0.810 -5.422 -0.21
O -0.329 5.207 -0.008 -0.24
O 3.008 -1.677 2.249 0.02
C 2.822 2.121 0.043 -0.48
C 1.683 2.415 1.050 -0.29
O -2.845 5.350 -0.119 -0.22
F 1.156 -0.052 4.682 0.17
C 1.968 -0.929 2.710 -0.30
C 2.933 -2.720 1.283 -0.19
O 3.179 -3.010 -6.843 -0.24
H 3.438 -3.053 -0.738 0.08
H 1.519 -2.087 -3.065 0.11
H 3.972 -1.462 -0.118 0.09
C -1.989 -2.380 0.940 -0.26
H -5.567 -0.546 -3.197 0.09
F 2.653 2.950 -1.044 0.16
H 1.502 5.198 4.406 0.08
C -3.306 -2.548 2.923 -0.22
H -3.400 -4.100 4.460 0.07
H -1.228 -0.148 -1.183 -0.03
F -2.026 2.158 -2.619 -0.20
H -3.457 -1.005 -1.582 0.07
H -4.676 -4.172 3.248 0.08
H 2.009 -3.282 1.422 0.11
H 2.931 -0.443 -3.391 0.12
H 0.178 3.995 2.738 0.11
C 1.967 4.945 3.453 -0.06
H 0.517 -0.419 -1.653 0.03
H 1.249 2.955 3.836 0.12
O 0.912 -0.817 2.094 0.12
F 0.094 -2.985 0.122 0.17
S 2.325 -1.920 -6.410 0.77
F 4.025 2.332 0.566 0.20
O -2.189 4.651 -2.685 -0.20
Zr -1.660 1.107 0.288 1.85
O 0.591 1.966 1.069 0.05
H 2.703 -3.335 -3.712 0.13
F -1.494 -4.535 -0.013 0.19
C -4.056 -0.097 -1.653 -0.29
F 2.759 0.949 3.676 0.22
C -5.519 -0.483 -2.110 -0.33
C 2.305 -0.211 4.006 -0.64
O -2.030 -1.150 0.917 -0.02
F -1.615 -2.785 -1.264 0.19
C 1.181 3.722 3.065 -0.19
H -3.952 -1.920 2.310 0.13
H 2.228 -1.778 -0.527 0.05
O -6.540 0.423 -1.631 -0.26
C -1.207 -3.231 -0.083 -0.52
F -1.824 4.106 1.561 -0.22
F 2.732 0.852 -0.374 0.16
H -0.071 1.162 -1.153 -0.02
S -1.641 4.553 0.016 0.50
B -0.190 0.098 -1.023 -0.45
H -5.906 -1.431 -1.736 0.09
C 3.165 -1.257 -4.076 -0.18
H -2.823 -1.853 3.609 0.12
O 1.534 -1.219 -7.413 -0.23
```

***

2 unconnected molecules or ions with the total composition C2H5NO, computed with ωB97M-V with the def2-TZVPD basis set.

Values from the calculation:
- E_HOMO (spin up / spin down) (eV) = -8.855 / -9.501
- orbital gap (spin up / spin down) (eV) = 8.54 / 9.17

```
9
Properties=species:S:1:pos:R:3:nbo_charge:R:1
H -0.889 -0.220 1.328 0.21
C 1.057 -0.185 -0.557 0.45
C -1.231 -0.293 0.343 -0.43
H -1.936 0.621 0.115 0.22
H 1.541 0.083 -1.468 0.20
N -0.167 -0.291 -0.526 -0.39
H -1.907 -1.052 0.275 0.22
O 2.929 -0.533 0.603 -0.91
H 2.634 -0.902 1.469 0.43
```

***

A molecular structure, C43H35BrInN5P3S2Se2, computed with ωB97M-V with the def2-TZVPD basis set.

Values from the calculation:
- E_HOMO (eV) = -4.711
- total charge = -1
- orbital gap (eV) = 6.78

```
92
Properties=species:S:1:pos:R:3:lowdin_charge:R:1
C -1.733 -4.000 1.947 -0.12
C 0.049 3.789 -3.166 -0.11
C -0.900 1.771 -4.077 -0.09
H -1.446 -3.025 -3.337 0.05
H -0.193 -3.044 0.751 0.08
C -5.095 5.140 -1.162 -0.10
H 1.767 -5.965 2.275 0.10
C -2.727 4.760 -1.014 -0.11
H -0.312 -2.124 -1.400 0.01
P 2.073 -1.052 1.984 0.44
H 4.890 -5.159 -0.843 0.10
H -4.292 2.254 3.925 0.15
C -5.292 3.797 -1.444 -0.08
C 3.841 -0.620 2.087 -0.32
C 2.068 -2.673 4.269 -0.10
H -1.462 0.856 -3.933 0.07
C 0.231 -2.172 -2.335 -0.13
H 0.901 3.426 -6.417 0.10
C 1.523 -1.681 -2.441 -0.34
C 5.175 -1.312 -0.961 -0.11
H 2.124 -1.742 4.821 0.09
C 3.831 -3.299 -0.933 -0.09
Se -0.113 2.779 0.213 0.36
C 1.453 -1.144 0.387 -0.65
N -3.669 1.647 3.421 0.03
S 2.832 0.969 -1.564 0.22
C -0.726 2.642 -3.008 -0.38
H -3.985 -2.437 3.671 0.11
C 2.171 -1.724 -3.677 -0.11
C 1.999 -2.638 2.879 -0.35
H -1.727 5.131 -0.822 0.08
H 2.089 -3.909 6.018 0.10
N -1.394 -1.677 1.692 0.05
C 4.823 -1.541 2.441 -0.08
C 0.625 4.074 -4.392 -0.08
C -3.133 -2.594 3.021 -0.06
H 5.821 2.062 1.493 0.10
Se -2.165 0.195 -1.300 0.34
C 1.538 -2.271 -4.778 -0.10
C 4.211 0.679 1.745 -0.11
N -2.763 -3.847 2.764 0.10
C 1.861 -5.044 2.837 -0.08
H 7.562 0.429 2.153 0.10
P -1.489 2.284 -1.400 0.27
H -3.652 6.668 -0.718 0.10
H 0.233 4.437 -2.317 0.08
In -0.259 0.132 0.599 0.04
N -2.165 0.863 2.099 0.05
Br -3.281 -2.725 -1.044 -0.32
C 1.886 -3.826 2.170 -0.11
H -6.292 3.415 -1.607 0.10
H 2.859 -3.772 -0.991 0.10
C 4.974 -4.079 -0.866 -0.09
H 1.237 4.959 -4.507 0.10
C -0.421 -2.696 -3.448 -0.09
P 2.395 -0.895 -1.046 0.37
H 5.232 -0.231 -1.003 0.06
C -1.047 -2.918 1.402 -0.18
H 1.791 -3.779 1.093 0.08
C 1.943 -5.074 4.221 -0.09
C -2.822 -0.122 2.752 -0.30
C 5.544 1.052 1.770 -0.08
H -5.941 5.812 -1.105 0.10
H 4.554 -2.560 2.687 0.10
H -2.456 2.969 2.236 0.11
C -2.921 3.410 -1.303 -0.38
H -0.267 -3.160 -5.534 0.09
C -3.810 5.621 -0.946 -0.09
S 1.006 0.308 3.046 0.30
C -2.456 -1.513 2.487 -0.20
H -0.444 1.370 -6.128 0.10
C 6.158 -1.163 2.469 -0.10
H 7.294 -1.614 -0.881 0.10
C 6.225 -3.474 -0.842 -0.10
C 0.236 -2.754 -4.664 -0.10
H 3.170 -1.314 -3.771 0.10
H 2.052 -2.306 -5.731 0.09
N -3.764 0.307 3.562 0.14
C -0.319 2.059 -5.303 -0.08
C -4.209 2.931 -1.514 -0.10
H -1.424 -5.009 1.708 0.11
C 0.437 3.210 -5.463 -0.09
H 7.121 -4.081 -0.790 0.09
H 6.915 -1.889 2.739 0.10
H 3.450 1.389 1.445 0.08
H 1.917 -6.021 4.747 0.10
C -2.714 1.967 2.537 -0.14
C 3.923 -1.909 -0.966 -0.33
C 2.043 -3.887 4.937 -0.08
C 6.519 0.134 2.137 -0.10
C 6.322 -2.092 -0.896 -0.09
H -4.358 1.876 -1.713 0.07
```

***

2 unconnected molecules or ions with the total composition C3H9NO3, computed with ωB97M-V with the def2-TZVPD basis set.

Values from the calculation:
- E_HOMO (eV) = -9.730
- SMILES = CCNC(=O)O.O
- orbital gap (eV) = 10.32

```
16
Properties=species:S:1:pos:R:3:nbo_charge:R:1
O -2.997 2.622 -0.160 -0.94
C 0.147 -0.131 1.380 0.90
H -3.259 3.207 0.523 0.46
H -0.301 -1.652 -1.051 0.19
C 0.764 -1.409 -0.847 -0.20
C 1.260 -0.262 -1.729 -0.63
N 0.870 -1.138 0.670 -0.71
H 0.744 -0.505 -2.697 0.22
H 1.373 -2.348 -0.870 0.20
H 0.132 0.934 2.869 0.49
O -0.914 0.313 1.088 -0.63
H 0.871 -2.094 1.091 0.40
O 0.712 0.125 2.600 -0.67
H -2.480 1.953 0.368 0.48
H 0.793 0.699 -1.456 0.23
H 2.284 -0.315 -1.779 0.21
```

***

Record-wise total energy values, in eV: -115622.5123 -5688.0680 -308063.1258 -10889.2059
Record-wise max |F| values, in eV/A: 8.108 4.129 0.477 4.173